C5H11N2 | the ωB97M-V functional and the def2-TZVPD basis

The geometry in XYZ format:
```
18
Properties=species:S:1:pos:R:3:forces:R:3
C 1.527 -0.697 0.806 0.01 -0.27 0.27
C 2.432 0.249 0.312 -0.06 -0.07 -0.41
C 0.686 -1.463 0.053 -0.43 0.85 0.15
C -1.690 -0.077 -0.055 1.59 -0.78 -0.06
C -1.789 1.290 0.477 -0.45 0.01 -0.10
N -2.735 -0.643 -0.539 -0.73 0.10 -0.10
N 2.601 0.562 -0.954 -0.08 -0.07 0.27
H 1.515 -0.821 1.878 0.02 0.03 0.05
H 3.062 0.772 1.021 0.05 0.06 -0.06
H 0.668 -1.431 -1.023 0.01 -0.09 -0.20
H 0.082 -2.218 0.519 -0.07 -0.17 0.04
H -1.568 1.251 1.543 0.03 0.03 0.08
H -2.773 1.746 0.328 -0.04 0.16 0.06
H -1.021 1.916 0.022 0.04 0.03 -0.01
H -3.651 -0.186 -0.577 0.05 -0.08 -0.01
H -2.705 -1.591 -0.896 -0.01 0.16 0.04
H 3.296 1.235 -1.238 -0.04 -0.02 -0.01
H 2.064 0.105 -1.677 0.09 0.12 -0.02
```
Forces are in eV/Å.

The HOMO energy (spin up / spin down) comes out at -11.726 / -11.726 eV. Its energy is -8334.579 eV. As for the max |F|: 0.03439 hartree/bohr. As for the net charge: +1. For the energy above the lowest of the compared OMol25 structures with the same formula, charge and spin, the calculation gives 245.11 kJ/mol.